1.
Here is a structure of composition C2H10N4O2 from OMol25. Energies are from ωB97M-V/def2-TZVPD.

Last column: Mulliken charge in e.
Element x y z (Å)
C: 1.039 -0.771 1.005  -0.460
N: 1.558 0.918 -0.309  -0.370
N: 1.051 1.016 -1.502  -0.413
O: 1.129 -0.060 2.223  -0.545
H: 1.917 0.497 2.185  0.343
H: 0.982 1.525 0.282  0.338
H: 1.599 0.454 -2.155  0.240
H: -0.180 0.824 -1.461  0.467
H: 1.995 -1.143 0.649  0.335
H: 0.398 -1.634 1.173  0.239
N: -1.614 -0.854 -1.765  -0.555
C: -1.201 0.074 0.326  -0.373
O: -1.089 1.158 1.132  -0.506
N: -1.285 0.270 -0.965  -0.067
H: -0.505 0.916 1.880  0.392
H: -1.744 -1.695 -1.205  0.239
H: -2.473 -0.647 -2.260  0.246
H: -1.577 -0.847 0.768  0.451

* relative energy (zero: lowest compared OMol25 entry of this formula, charge and spin): 652.59 kJ/mol
* LUMO (alpha / beta): 0.78 / 0.78 eV
* frontier orbital gap (alpha / beta): 7.951 / 7.946 eV
* total energy: -12285.5444 eV

=====

2.
Here is a cluster of 2 separate species, C2H10N4S in total from OMol25. Energies are from ωB97M-V/def2-TZVPD.

Last column: Mulliken charge in e.
Element x y z (Å)
C: 1.265 -0.107 0.610  -0.067
C: -1.021 0.753 -0.971  -0.826
N: 1.968 -0.797 -0.150  0.256
N: -0.742 0.303 0.354  0.373
N: 1.495 -1.442 -1.172  -0.487
N: -0.836 1.249 1.226  -0.648
S: -1.492 -1.171 1.001  0.032
H: 1.612 0.555 1.380  0.428
H: -0.920 0.079 -1.724  0.326
H: -2.071 0.946 -1.040  0.434
H: -0.581 1.730 -1.260  0.393
H: 3.092 -0.749 -0.068  0.411
H: 0.522 -1.729 -1.128  0.206
H: 1.929 -2.045 -1.869  0.319
H: -0.463 0.925 2.158  0.313
H: -1.075 2.205 1.205  0.244
H: -2.682 -0.705 1.449  0.290

* relative energy (zero: lowest compared OMol25 entry of this formula, charge and spin): 563.19 kJ/mol
* LUMO (alpha / beta): -10.43 / -10.43 eV
* net charge: +2
* frontier orbital gap (alpha / beta): 8.104 / 8.101 eV
* total energy: -19007.1490 eV

=====

3.
Here is the ion C2H10N4S with charge +2 from OMol25. Energies are from ωB97M-V/def2-TZVPD.

Last column: Mulliken charge in e.
Element x y z (Å)
C: -0.535 -0.122 -0.059  0.608
C: 1.873 0.616 0.130  -1.078
N: -1.074 1.156 -0.071  0.164
N: 0.784 -0.363 -0.016  0.122
N: -2.325 1.340 -0.364  -0.850
N: 1.182 -1.753 0.345  -0.465
S: -1.648 -1.450 -0.104  -0.159
H: 1.879 1.116 1.072  0.394
H: 2.667 -0.033 0.067  0.466
H: 1.991 1.123 -0.785  0.419
H: -0.684 2.096 0.047  0.318
H: -2.695 -0.720 -0.596  0.334
H: -2.473 1.788 -1.261  0.248
H: -3.059 1.489 0.354  0.273
H: 2.221 -1.810 0.181  0.446
H: 1.113 -2.064 1.367  0.377
H: 0.783 -2.408 -0.306  0.381

* relative energy (zero: lowest compared OMol25 entry of this formula, charge and spin): 188.43 kJ/mol
* LUMO: -8.46 eV
* net charge: +2
* frontier orbital gap: 9.921 eV
* total energy: -19011.0330 eV

=====

4.
Here is a cluster of 2 separate species, C2H10N5 in total from OMol25. Energies are from ωB97M-V/def2-TZVPD.

Last column: Mulliken charge in e.
Element x y z (Å)
C: -0.808 -0.586 -0.540  0.186
C: -1.488 1.560 0.512  -0.942
N: 2.431 -0.590 -0.144  -0.635
N: -0.560 -0.206 -1.793  -0.280
N: 1.250 -0.632 0.439  0.785
N: 1.063 -0.781 1.631  -0.783
N: -1.423 0.054 0.407  -0.089
H: -0.756 -1.692 -0.392  0.289
H: -0.541 2.088 0.270  0.309
H: -2.293 2.007 -0.106  0.331
H: -1.749 1.719 1.473  0.389
H: 3.281 -0.965 0.508  0.283
H: -0.646 0.652 -2.209  0.189
H: -0.396 -0.909 -2.419  0.241
H: 1.853 -0.908 2.255  0.230
H: -1.880 -0.472 1.164  0.307
H: 2.662 -0.341 -1.056  0.191

* relative energy (zero: lowest compared OMol25 entry of this formula, charge and spin): 408.62 kJ/mol
* LUMO: -2.79 eV
* net charge: +1
* frontier orbital gap: 10.814 eV
* total energy: -9677.7777 eV

=====

5.
Here is the ion C2H10N5O2 with charge +1 from OMol25. Energies are from ωB97M-V/def2-TZVPD.

Last column: Mulliken charge in e.
Element x y z (Å)
C: -0.763 -0.915 0.249  0.023
C: 0.249 1.428 -0.260  0.486
N: -0.422 0.266 -0.573  0.197
N: -1.541 -1.772 -0.568  -0.857
N: 0.820 1.563 0.929  -0.353
N: 1.331 -1.174 1.508  -0.523
N: 0.263 2.338 -1.199  -0.349
O: -0.968 0.318 -1.915  -0.560
O: 0.413 -1.647 0.528  -0.255
H: -1.092 -0.464 1.168  0.608
H: -2.016 -2.549 -0.171  0.257
H: -0.965 -2.225 -1.273  0.284
H: 1.045 2.529 1.247  0.227
H: 1.319 0.740 1.312  0.355
H: 1.057 -1.137 2.445  0.242
H: 2.046 -1.859 1.356  0.231
H: -0.185 1.998 -2.045  0.333
H: 0.924 3.045 -0.988  0.216
H: -1.515 -0.483 -1.750  0.440

* structure (SMILES): NO[C@H](N)N(O)C(N)=[NH2+]
* relative energy (zero: lowest compared OMol25 entry of this formula, charge and spin): 9.69 kJ/mol
* LUMO: -2.64 eV
* net charge: +1
* frontier orbital gap: 10.831 eV
* total energy: -13772.1662 eV

=====

6.
Here is a cluster of 2 separate species, C2H10N8 in total from OMol25. Energies are from ωB97M-V/def2-TZVPD.

Last column: Mulliken charge in e.
Element x y z (Å)
C: 1.563 2.832 1.622  -0.391
C: 0.206 -0.484 -0.028  -0.224
N: 3.308 1.440 1.888  -0.301
N: 2.441 0.702 1.400  -0.152
N: 2.812 2.636 2.182  0.181
N: -0.956 -0.856 -0.637  -0.395
N: -2.348 -3.818 -2.442  -0.056
N: 1.323 1.372 1.191  0.598
N: -3.449 -3.577 -3.037  0.093
N: 0.202 0.729 0.746  -0.277
H: 0.937 3.289 2.386  0.305
H: 1.469 3.446 0.700  0.295
H: 0.291 -1.376 0.634  0.263
H: 1.074 -0.599 -0.620  0.399
H: 3.301 3.385 2.546  0.220
H: -1.640 -0.177 -0.429  0.189
H: -1.773 -3.065 -2.351  0.270
H: -4.176 -4.370 -3.205  0.368
H: -3.828 -2.669 -3.202  0.306
H: -0.757 1.159 0.656  0.309

* relative energy (zero: lowest compared OMol25 entry of this formula, charge and spin): 677.99 kJ/mol
* LUMO (alpha / beta): -9.67 / -9.68 eV
* net charge: +2
* frontier orbital gap (alpha / beta): 6.876 / 6.058 eV
* total energy: -14131.4019 eV

=====

7.
Here is a cluster of 2 separate species, C2H10NO in total from OMol25. Energies are from ωB97M-V/def2-TZVPD.

Last column: Mulliken charge in e.
Element x y z (Å)
N: -1.142 -2.115 -0.876  -0.409
H: -1.083 -2.751 -0.083  0.405
H: -0.544 -2.437 -1.634  0.359
H: -0.780 -1.197 -0.508  0.272
H: -2.095 -1.984 -1.208  0.397
C: 0.432 0.525 0.687  -0.104
O: 0.467 0.043 -0.708  -0.615
C: 0.919 1.946 0.811  -1.288
H: 1.064 -0.182 1.219  0.290
H: -0.581 0.412 1.070  0.281
H: 0.386 0.830 -1.263  0.316
H: 0.198 2.615 0.328  0.385
H: 1.876 2.077 0.313  0.352
H: 0.884 2.218 1.853  0.358

* relative energy (zero: lowest compared OMol25 entry of this formula, charge and spin): 59.04 kJ/mol
* LUMO: -3.88 eV
* net charge: +1
* frontier orbital gap: 11.202 eV
* total energy: -5767.0703 eV

=====

8.
Here is a cluster of 2 separate species, C2H10NO in total from OMol25. Energies are from ωB97M-V/def2-TZVPD.

Last column: Mulliken charge in e.
Element x y z (Å)
C: -0.857 -1.508 0.600  -1.017
C: -0.266 -0.080 0.847  -0.387
N: -0.766 1.005 -0.029  -0.375
H: -0.349 -2.067 1.328  0.346
H: -0.210 -1.946 -0.237  0.309
H: -1.971 -1.513 0.605  0.383
H: 0.877 0.097 0.652  0.290
H: -0.435 0.262 1.906  0.313
H: -1.612 0.649 -0.647  0.409
H: -1.212 1.912 0.374  0.383
H: -0.056 1.099 -0.778  0.365
H: 2.544 1.311 -1.257  0.284
H: 2.335 0.156 -2.046  0.299
O: 1.980 0.623 -1.316  -0.602

* relative energy (zero: lowest compared OMol25 entry of this formula, charge and spin): 141.48 kJ/mol
* LUMO: -3.57 eV
* net charge: +1
* frontier orbital gap: 12.691 eV
* total energy: -5766.2159 eV